Entry 1:
The following is a DFT calculation (the ωB97M-V functional and the def2-TZVPD basis) of a cluster of 3 separate species, CH10N3 in total at a distorted geometry.

Each line ends with the natural charge from an NBO analysis.
Positions of all 14 atoms, in Å:
N  -0.45921  -1.36602  2.02961  -1.096
N  -0.36930  1.88587  -0.88137  -0.503
N  0.95613  -0.39822  -0.31694  -0.525
C  0.32837  -0.16734  -1.45781  0.060
H  -0.85910  -0.27125  -1.66698  0.291
H  0.28140  -0.84774  0.37147  0.461
H  1.92865  -0.47140  -0.18671  0.463
H  -0.56323  1.59156  0.06828  0.427
H  -1.05116  -2.13980  1.86711  0.414
H  0.49883  -1.60879  2.01746  0.370
H  0.79983  -0.11961  -2.39302  0.262
H  -1.21881  1.97212  -1.43634  0.456
H  -0.66876  -0.71766  2.85840  0.433
H  0.39637  2.65828  -0.87316  0.487

F_max ... 0.093 Eh/bohr
Spin multiplicity ... 2
Relative energy (zero: lowest compared OMol25 entry of this formula, charge and spin) ... 64.8 kcal per mole
Electronic energy ... -207.5257 Ha
LUMO energy (spin up / spin down) ... -0.3790 / -0.5380 Ha
Highest occupied orbital energy (spin up / spin down) ... -18.70 / -18.57 eV
Orbital gap (spin up / spin down) ... 8.39 / 3.93 eV
Charge ... +2
⟨S²⟩ ... 0.779

***

Entry 2:
The following is a DFT calculation (the ωB97M-V functional and the def2-TZVPD basis) of a cluster of 7 separate species, H14O7 in total at a distorted geometry.

Each line ends with the natural charge from an NBO analysis.
Positions of all 21 atoms, in Å:
O  0.46836  -2.23802  4.78492  -0.914
O  0.03609  -0.75105  -2.39984  -0.949
O  -1.92029  -2.91019  -3.89129  -0.923
O  1.43868  0.74808  -2.43131  -0.958
O  -0.64634  3.35007  1.61079  -0.956
O  -0.30548  -0.39366  1.42535  -0.921
O  1.88853  2.83326  0.40631  -0.936
H  0.74449  0.64230  -1.83505  0.469
H  0.81175  -1.77120  5.57293  0.462
H  0.97081  2.56082  0.20895  0.475
H  0.44772  -3.07512  5.07617  0.452
H  -1.97978  -2.84958  -2.88911  0.457
H  -1.54044  2.85776  1.52564  0.469
H  -0.98319  -3.09998  -3.99214  0.467
H  -0.41673  3.44288  2.57137  0.488
H  -0.77423  -0.60725  -2.82344  0.485
H  0.01332  -1.65728  -2.02412  0.471
H  -1.12828  0.12788  1.55623  0.463
H  -0.41990  -0.90674  0.66830  0.458
H  1.35809  -0.00059  -3.12054  0.481
H  1.93682  3.69762  -0.00013  0.460

F_max ... 0.115 Eh/bohr
Relative energy (zero: lowest compared OMol25 entry of this formula, charge and spin) ... 102.3 kcal per mole
Electronic energy ... -534.9609 Ha
LUMO energy ... -0.0067 Ha
Structure (SMILES) ... O.O.O.O.O.O.O
Highest occupied orbital energy ... -10.20 eV
Orbital gap ... 10.02 eV

***

Entry 3:
The following is a DFT calculation (the ωB97M-V functional and the def2-TZVPD basis) of a cluster of 3 separate species, C4H13NO2 in total at a distorted geometry.

Each line ends with the natural charge from an NBO analysis.
Positions of all 20 atoms, in Å:
O  1.20391  2.70874  -1.26540  -0.958
O  1.20081  2.39397  1.66064  -0.952
N  0.71899  -2.11391  -1.36776  -0.638
C  -1.34968  -0.28726  -0.70225  -0.703
C  -0.40000  -0.82800  0.32208  0.227
C  0.72197  -1.48794  -0.12291  0.122
C  -0.80109  -0.95414  1.74807  -0.690
H  0.62588  3.15278  1.80650  0.471
H  -1.81523  -1.16196  -1.21466  0.252
H  1.15511  -3.05021  -1.44528  0.441
H  0.09152  -0.99442  2.35477  0.260
H  -2.15927  0.36789  -0.28912  0.278
H  0.24423  2.67687  -1.22428  0.470
H  1.20814  2.31619  0.69495  0.477
H  -1.32519  -0.06717  2.10806  0.266
H  1.68538  -1.64739  0.36012  0.253
H  -0.80352  0.17981  -1.53968  0.254
H  1.46305  2.72158  -2.19127  0.496
H  -1.42530  -1.81712  2.01307  0.281
H  -0.23972  -2.10832  -1.70566  0.393

F_max ... 0.075 Eh/bohr
Spin multiplicity ... 2
Relative energy (zero: lowest compared OMol25 entry of this formula, charge and spin) ... 15.2 kcal per mole
Electronic energy ... -365.1228 Ha
LUMO energy (spin up / spin down) ... -0.1562 / -0.2515 Ha
Highest occupied orbital energy (spin up / spin down) ... -14.08 / -14.12 eV
Orbital gap (spin up / spin down) ... 9.83 / 7.28 eV
Charge ... +1
⟨S²⟩ ... 0.757